115
Properties=species:S:1:pos:R:3:lowdin_charge:R:1 method="wB97M-V/def2-TZVPD" charge=+1 e_homo_ev=-9.7 relative_energy_kj_mol=0.0 multiplicity=1 e_lumo_ha=-0.0732
C 9.84 -1.54 -2.47 -0.06
C 9.07 -0.74 -1.41 -0.27
O 7.70 -0.59 -1.74 -0.16
C 7.31 0.69 -2.24 -0.16
C 6.26 1.30 -1.32 -0.16
O 4.97 1.12 -1.86 -0.09
C 3.98 0.69 -0.98 -0.20
C 2.88 -0.12 -1.77 -0.33
C 2.97 -1.56 -1.32 -0.07
C 4.32 -2.19 -1.68 -0.16
F 4.13 -3.18 -2.63 -0.04
C 3.02 0.10 -3.28 -0.08
C 2.27 -0.83 -4.23 -0.15
C 0.78 -0.53 -4.42 -0.20
N -0.06 -1.14 -3.40 -0.06
C -0.94 -2.15 -3.93 -0.18
C -1.74 -2.94 -2.92 -0.13
C -2.42 -4.07 -3.38 -0.03
C -3.23 -4.83 -2.56 -0.09
C -3.40 -4.52 -1.21 -0.10
C -2.72 -3.41 -0.73 -0.05
C -1.90 -2.64 -1.56 -0.25
O -1.27 -1.54 -1.02 0.04
O 1.64 0.54 -1.37 0.06
C 1.97 1.84 -1.10 -0.43
O 1.40 2.78 -1.54 0.20
C 3.19 1.77 -0.19 -0.27
C 3.86 3.14 -0.05 -0.13
C 4.98 3.25 0.98 -0.25
C 4.60 3.73 2.39 -0.53
S 3.61 5.26 2.38 0.73
C 2.70 1.24 1.17 -0.10
C 1.70 2.15 1.89 -0.16
C 0.18 1.87 1.72 -0.13
C -0.60 3.12 1.30 -0.15
O -1.68 2.78 0.41 0.02
C -2.82 2.42 1.02 -0.53
C -3.39 3.34 2.08 0.03
O -3.43 1.45 0.68 0.10
H 10.45 -2.29 -1.97 0.07
H 9.16 -2.06 -3.13 0.08
H 10.52 -0.90 -3.01 0.07
H 9.10 -1.31 -0.49 0.11
H 9.56 0.21 -1.21 0.11
H 8.15 1.37 -2.33 0.12
H 6.89 0.55 -3.23 0.13
H 6.47 2.37 -1.21 0.12
H 6.39 0.84 -0.35 0.13
H 4.39 0.06 -0.19 0.16
H 2.23 -2.20 -1.78 0.11
H 2.79 -1.64 -0.25 0.12
H 5.02 -1.47 -2.08 0.11
H 4.74 -2.67 -0.80 0.12
H 2.72 1.12 -3.51 0.13
H 4.07 0.02 -3.53 0.12
H 2.74 -0.73 -5.20 0.12
H 2.35 -1.88 -3.95 0.10
H 0.65 0.56 -4.36 0.11
H 0.44 -0.81 -5.41 0.11
H 0.51 -1.52 -2.66 0.07
H -1.63 -1.70 -4.65 0.13
H -0.37 -2.90 -4.50 0.13
H -2.33 -4.35 -4.42 0.12
H -3.76 -5.69 -2.94 0.10
H -4.03 -5.09 -0.55 0.09
H -2.80 -3.08 0.30 0.09
H -1.07 -1.73 -0.10 0.10
H 3.09 3.90 0.10 0.08
H 4.29 3.36 -1.02 0.13
H 5.73 3.95 0.61 0.11
H 5.50 2.30 1.11 0.10
H 5.53 3.96 2.91 0.06
H 4.11 2.98 2.99 0.06
H 2.87 5.03 3.48 -0.15
H 3.58 1.17 1.80 0.11
H 2.32 0.23 1.09 0.12
H 1.87 3.19 1.63 0.06
H 1.88 2.00 2.95 0.11
H -0.22 1.43 2.64 0.11
H 0.02 1.14 0.92 0.11
H -0.98 3.68 2.15 0.11
H 0.08 3.74 0.73 0.12
H -3.68 4.28 1.61 0.11
H -2.69 3.50 2.89 0.08
H -4.28 2.89 2.48 0.06
C -6.10 1.75 4.75 -0.10
C -7.05 1.41 3.61 -0.25
C -7.55 -0.04 3.65 -0.18
C -6.48 -1.12 3.56 -0.10
N -5.82 -1.33 2.21 -0.24
C -5.85 -2.81 1.87 -0.10
C -7.24 -3.00 1.29 -0.13
C -7.45 -1.75 0.43 -0.12
C -6.49 -0.70 1.01 -0.08
C -4.40 -0.88 2.28 0.01
H -5.14 1.23 4.66 0.06
H -5.89 2.82 4.76 0.08
H -6.53 1.50 5.72 0.08
H -6.57 1.65 2.66 0.09
H -7.93 2.06 3.68 0.12
H -8.31 -0.21 2.88 0.12
H -8.06 -0.19 4.60 0.13
H -6.93 -2.07 3.84 0.13
H -5.69 -0.93 4.29 0.12
H -5.08 -2.98 1.12 0.12
H -5.64 -3.40 2.76 0.14
H -7.98 -3.06 2.08 0.12
H -7.32 -3.92 0.71 0.13
H -8.49 -1.42 0.46 0.12
H -7.20 -1.93 -0.61 0.12
H -6.98 0.23 1.29 0.11
H -5.71 -0.46 0.30 0.14
H -3.89 -1.44 3.07 0.12
H -4.39 0.19 2.50 0.09
H -3.92 -1.08 1.33 0.09

---

138
Properties=species:S:1:pos:R:3:lowdin_charge:R:1 method="wB97M-V/def2-TZVPD" charge=0 e_homo_ev=-10.1 multiplicity=1 e_lumo_ha=-0.0129
O 11.71 13.99 17.31 0.09
C 11.95 14.12 18.50 -0.44
O 12.12 13.03 19.28 0.02
C 12.24 13.41 20.65 -0.14
C 12.78 14.86 20.61 -0.13
C 12.13 15.39 19.34 -0.07
H 12.81 12.72 21.19 0.10
H 11.25 13.39 21.14 0.13
H 13.87 14.88 20.40 0.10
H 12.58 15.38 21.56 0.12
H 12.77 16.05 18.73 0.11
H 11.20 15.94 19.42 0.13
O 17.64 11.53 17.68 0.07
C 16.45 11.37 17.74 -0.54
O 15.57 11.92 16.93 0.02
C 14.24 11.24 17.04 -0.08
C 14.26 10.45 18.33 -0.10
C 15.79 10.46 18.73 -0.05
H 14.15 10.62 16.14 0.08
H 13.56 12.09 16.96 0.11
H 13.97 9.40 18.27 0.12
H 13.73 10.96 19.09 0.08
H 16.26 9.48 18.60 0.12
H 16.00 10.72 19.77 0.13
O 17.79 14.34 12.09 0.11
C 17.38 13.70 11.19 -0.52
O 16.92 14.27 10.07 0.02
C 16.42 13.28 9.15 -0.13
C 16.62 11.93 9.76 -0.15
C 17.42 12.18 11.04 -0.06
H 17.00 13.46 8.26 0.12
H 15.37 13.51 8.89 0.13
H 17.04 11.17 9.12 0.11
H 15.66 11.48 10.03 0.09
H 18.51 11.92 11.04 0.15
H 16.98 11.77 11.96 0.09
O 15.34 14.14 18.74 0.13
C 15.86 14.84 17.93 -0.48
O 15.17 15.77 17.25 0.00
C 15.99 16.44 16.31 -0.15
C 17.15 15.44 16.02 -0.10
C 17.25 14.74 17.37 -0.05
H 16.34 17.39 16.72 0.13
H 15.36 16.69 15.46 0.11
H 17.98 15.96 15.64 0.10
H 16.83 14.72 15.28 0.10
H 17.91 15.29 18.05 0.14
H 17.48 13.65 17.35 0.11
O 13.24 18.24 12.58 0.11
C 14.27 18.17 12.03 -0.54
O 15.06 17.11 12.23 0.01
C 16.31 17.27 11.50 -0.13
C 15.97 18.32 10.44 -0.13
C 15.04 19.23 11.25 -0.07
H 16.57 16.25 11.12 0.10
H 17.03 17.70 12.21 0.13
H 15.34 17.83 9.66 0.13
H 16.86 18.83 10.02 0.12
H 14.25 19.75 10.69 0.13
H 15.47 19.92 11.93 0.11
O 10.18 11.92 11.11 0.06
C 9.33 12.67 11.58 -0.44
O 9.09 13.87 11.05 -0.01
C 7.95 14.55 11.62 -0.13
C 7.81 13.89 12.98 -0.13
C 8.32 12.48 12.69 -0.06
H 7.08 14.38 10.97 0.13
H 8.18 15.66 11.69 0.14
H 6.76 13.87 13.30 0.12
H 8.44 14.41 13.69 0.11
H 7.58 11.82 12.24 0.14
H 8.73 11.92 13.52 0.09
O 11.31 18.78 18.99 0.11
C 11.50 18.58 17.82 -0.56
O 10.54 18.18 17.00 0.05
C 10.97 18.28 15.59 -0.11
C 12.48 18.56 15.52 -0.12
C 12.78 18.72 17.08 -0.06
H 10.40 19.03 15.02 0.13
H 10.77 17.35 15.10 0.10
H 12.76 19.49 15.01 0.11
H 13.01 17.69 15.10 0.09
H 13.16 19.71 17.33 0.13
H 13.52 17.97 17.38 0.10
O 13.59 12.74 11.38 0.10
C 13.41 13.14 12.50 -0.49
O 12.19 13.30 12.99 0.03
C 12.23 13.87 14.32 -0.13
C 13.66 14.30 14.52 -0.14
C 14.46 13.51 13.51 -0.04
H 11.96 13.11 15.06 0.11
H 11.57 14.74 14.43 0.12
H 13.98 14.25 15.51 0.08
H 13.74 15.33 14.16 0.10
H 14.87 12.55 13.92 0.14
H 15.29 14.06 13.10 0.10
C 16.33 9.03 11.71 0.09
N 16.13 7.98 10.56 -0.44
O 15.88 6.84 10.74 0.09
O 16.29 8.50 9.49 0.06
H 16.05 8.55 12.62 0.05
H 15.67 9.81 11.38 0.08
H 17.32 9.38 11.69 0.06
C 14.34 7.27 14.34 0.07
N 14.71 8.67 14.78 -0.39
O 14.23 9.61 14.11 0.02
O 15.52 8.77 15.68 0.09
H 13.27 7.24 14.13 0.09
H 14.66 6.50 15.01 0.10
H 14.90 7.21 13.41 0.08
C 11.04 9.33 12.54 0.06
N 10.83 9.65 13.98 -0.39
O 11.34 8.86 14.76 0.04
O 10.21 10.66 14.31 0.06
H 10.80 10.19 11.92 0.07
H 10.32 8.54 12.27 0.12
H 12.03 9.00 12.41 0.07
C 19.64 11.62 15.16 0.09
N 18.44 11.21 14.30 -0.42
O 17.47 11.94 14.33 0.05
O 18.48 10.18 13.70 0.06
H 20.34 10.80 15.00 0.10
H 19.27 11.72 16.18 0.07
H 19.94 12.57 14.76 0.09
C 11.33 11.92 8.26 0.03
N 10.03 11.25 8.08 -0.44
O 9.04 11.99 8.03 0.04
O 10.02 10.03 7.99 0.06
H 11.64 11.89 9.33 0.08
H 11.19 12.95 7.99 0.09
H 12.06 11.37 7.65 0.10
C 11.58 15.81 10.94 0.08
N 11.40 17.06 10.13 -0.41
O 12.41 17.59 9.64 0.04
O 10.27 17.45 9.99 0.08
H 12.36 15.25 10.48 0.10
H 10.64 15.38 11.08 0.05
H 11.86 16.16 11.92 0.08

---

119
Properties=species:S:1:pos:R:3:lowdin_charge:R:1 method="wB97M-V/def2-TZVPD" charge=+1 s_squared=6.01 e_homo_ev="-10.5 / -11.0" relative_energy_kj_mol=132.2 multiplicity=5 e_lumo_ha="-0.0693 / -0.0705"
Cr 0.27 -0.62 -0.51 0.74
N 2.31 -0.51 -1.12 -0.04
C 3.32 -0.89 -0.12 -0.18
C 2.72 -1.86 0.93 -0.17
N 1.40 -2.33 0.53 -0.12
C 1.13 -3.75 0.78 -0.19
C 0.10 -4.30 -0.21 -0.24
N -1.17 -3.63 -0.04 0.05
H 2.28 -1.22 -1.86 0.04
H 2.59 0.36 -1.56 0.07
H 3.67 0.02 0.38 0.12
H 4.18 -1.35 -0.60 0.12
H 2.68 -1.36 1.91 0.12
H 3.38 -2.72 1.04 0.12
H 0.65 -1.78 0.98 0.04
H 0.77 -3.90 1.80 0.11
H 2.05 -4.32 0.66 0.12
H 0.04 -5.39 -0.07 0.12
H 0.44 -4.10 -1.22 0.08
H -1.68 -3.99 0.76 0.08
H -1.76 -3.75 -0.86 0.08
C -3.38 1.42 -3.87 0.00
C -2.10 1.52 -3.14 -0.25
C -1.27 2.62 -3.06 0.03
C -0.19 2.25 -2.26 -0.22
N -0.36 0.98 -1.87 0.05
N -1.52 0.55 -2.41 0.03
B -2.09 -0.87 -2.25 -0.52
N -2.46 -1.11 -0.77 0.03
N -1.61 -0.99 0.27 -0.01
C -2.29 -1.30 1.39 -0.23
C -3.61 -1.59 1.03 0.02
C -3.68 -1.46 -0.33 -0.25
C -4.90 -1.65 -1.16 0.00
C -1.88 -1.35 2.85 -0.51
C -2.60 -0.19 3.56 -0.02
C -0.38 -1.25 3.12 -0.03
C -2.36 -2.67 3.47 -0.03
N -1.14 -1.93 -2.87 0.03
N 0.19 -2.05 -2.65 0.10
C 0.64 -3.02 -3.45 -0.25
C -0.42 -3.52 -4.21 0.03
C -1.53 -2.80 -3.82 -0.26
C -2.89 -2.93 -4.41 -0.01
C 2.09 -3.44 -3.63 -0.53
C 2.15 -4.71 -4.49 -0.05
C 2.79 -3.75 -2.30 -0.03
C 2.82 -2.33 -4.39 -0.03
C 0.96 3.21 -2.03 -0.51
C 0.40 4.55 -1.53 -0.03
C 2.03 2.70 -1.05 -0.03
C 1.63 3.48 -3.39 -0.04
H -3.60 2.37 -4.34 0.09
H -4.19 1.17 -3.19 0.08
H -3.34 0.65 -4.64 0.08
H -1.45 3.57 -3.54 0.11
H -3.10 -0.93 -2.85 0.11
H -4.42 -1.88 1.67 0.12
H -5.72 -1.92 -0.50 0.09
H -4.77 -2.45 -1.88 0.07
H -5.17 -0.74 -1.68 0.08
H -2.21 0.77 3.22 0.07
H -2.47 -0.26 4.64 0.09
H -3.67 -0.21 3.35 0.09
H 0.06 -0.45 2.54 0.04
H 0.10 -2.20 2.92 0.07
H -0.22 -1.03 4.18 0.10
H -3.44 -2.78 3.43 0.08
H -2.06 -2.71 4.52 0.09
H -1.91 -3.52 2.96 0.08
H -0.41 -4.30 -4.94 0.11
H -2.87 -3.72 -5.16 0.09
H -3.19 -2.01 -4.89 0.08
H -3.63 -3.19 -3.65 0.07
H 1.51 -5.49 -4.09 0.09
H 3.18 -5.08 -4.50 0.09
H 1.86 -4.50 -5.52 0.09
H 2.53 -4.75 -1.96 0.09
H 2.52 -3.05 -1.53 0.04
H 3.87 -3.72 -2.44 0.10
H 2.27 -2.09 -5.30 0.09
H 3.82 -2.66 -4.67 0.09
H 2.91 -1.42 -3.80 0.07
H -0.06 4.45 -0.56 0.06
H -0.34 4.94 -2.22 0.08
H 1.21 5.28 -1.46 0.09
H 1.62 1.97 -0.36 0.04
H 2.43 3.52 -0.47 0.10
H 2.87 2.28 -1.60 0.08
H 0.91 3.91 -4.09 0.08
H 2.02 2.56 -3.84 0.09
H 2.45 4.18 -3.26 0.09
C 3.23 5.13 5.66 -0.07
C 2.63 3.73 5.75 -0.19
N 1.54 3.51 4.80 -0.06
C 0.21 3.34 5.33 -0.21
C -0.44 4.66 5.75 -0.06
C 1.86 3.40 3.49 -0.43
O 3.00 3.48 3.08 0.08
C 0.74 3.08 2.55 -0.11
C -0.30 3.94 2.21 0.01
C -1.27 3.47 1.34 -0.04
C -1.18 2.17 0.86 -0.13
N -0.17 1.36 1.15 0.03
C 0.78 1.83 1.96 -0.10
H 3.99 5.24 6.42 0.08
H 2.47 5.89 5.80 0.07
H 3.69 5.27 4.68 0.07
H 2.24 3.55 6.75 0.12
H 3.41 3.00 5.54 0.13
H 0.26 2.67 6.19 0.12
H -0.42 2.85 4.57 0.11
H 0.10 5.10 6.59 0.07
H -1.47 4.49 6.05 0.08
H -0.44 5.37 4.93 0.07
H -0.34 4.94 2.61 0.12
H -2.10 4.10 1.05 0.12
H -1.95 1.76 0.22 0.12
H 1.61 1.17 2.16 0.13